A molecular structure, C18H11F6IrN12O7S2 in a non-equilibrium geometry. Source: the Open Molecules 2025 dataset; level of theory: wB97M-V/def2-TZVPD.

* energy: -91870.7777 eV
* Kohn-Sham gap (spin up / spin down): 6.18 / 6.15 eV
* HOMO level (spin up / spin down): -5.93 / -5.91 eV
* largest force on an atom: 3.774 eV/Å

ORCA input file:
```
! RIJCOSX wB97M-V def2-TZVPD def2/J DEFGRID3
* xyz -1 2
Ir 0.66782 -0.03081 0.10565
S -1.07125 -0.22953 2.80826
S -0.13242 2.24094 2.44827
F 1.38459 1.81483 4.61711
F -2.85789 -2.06527 3.38847
F -3.61937 -0.41067 2.23118
F -3.20483 -0.15739 4.33776
F -0.70896 2.18112 5.05040
F 0.57244 3.79743 4.44940
O -0.62019 1.73046 -0.26291
O -0.76087 -1.08251 1.64833
O -1.08135 4.33929 -0.66040
O -0.28233 -0.40944 3.98284
O 1.25335 -1.86389 -0.78672
O -0.46153 3.55465 2.00702
O 1.06180 1.59199 1.90179
N 3.99616 0.71188 -0.04925
N -2.10624 0.28245 -1.19814
N 3.49342 -0.96327 2.90120
N 4.28133 -0.19893 2.10685
N 2.37951 -1.22562 2.33198
N 2.38190 -0.61396 1.12502
N -1.38182 1.27412 2.43774
N 1.55559 1.31672 -2.44980
N 3.67822 1.68189 -2.17986
N 1.91980 0.81765 -1.25217
N -1.17755 -0.66878 -0.98642
N 2.60205 1.82216 -2.98570
C -1.44813 -4.30287 -0.90451
C 0.31424 2.50077 4.26058
C -2.79491 -0.74617 3.22276
C 3.56245 0.00908 1.02909
C -1.73186 1.48025 -0.86309
C -0.75133 -5.46254 -0.67150
C -2.65823 2.57890 -1.21867
C 3.22438 1.06034 -1.11429
C -1.59496 -1.87752 -1.07199
C 1.27416 -4.17916 -0.45207
C -0.81211 -3.05187 -0.89132
C -3.12744 4.91874 -1.60755
C -3.91898 2.27150 -1.74458
C -2.26247 3.92752 -1.13248
C -4.35217 4.58911 -2.14173
C 0.57496 -2.97705 -0.70145
C 0.62646 -5.38807 -0.42862
C -4.76370 3.25861 -2.20101
H -2.65454 -2.00292 -1.27560
H -4.19850 1.22978 -1.80054
H -0.59715 3.59669 -0.25973
H -5.73311 3.00631 -2.60995
H 1.18494 -6.28957 -0.21037
H -4.99533 5.37381 -2.52122
H 2.33819 -4.10104 -0.27056
H -2.51610 -4.33404 -1.08876
H -2.79776 5.94775 -1.54936
H 4.96574 0.97643 -0.07970
H -1.25536 -6.41938 -0.67752
*
```


A molecular structure, C3H4DyFO3 in a non-equilibrium geometry. Source: the Open Molecules 2025 dataset; level of theory: wB97M-V/def2-TZVPD.

* energy: -36105.8399 eV
* Kohn-Sham gap (spin up / spin down): 4.44 / 3.75 eV
* HOMO level (spin up / spin down): -11.97 / -11.98 eV
* largest force on an atom: 4.289 eV/Å

ORCA input file:
```
! RIJCOSX wB97M-V def2-TZVPD def2/J DEFGRID3
* xyz 1 7
Dy 3.38950 0.36760 2.82258
F -2.67674 1.17921 -1.01086
O 0.59590 0.54280 1.00180
O 0.36658 -1.31012 -0.17949
O 2.26772 -0.89755 0.87943
C -0.96629 0.65452 -0.14209
C -0.51566 -0.52568 -1.00541
C 1.08201 -0.59767 0.66450
H 0.05066 -0.19040 -1.87978
H -1.62585 0.34035 0.67556
H -0.61662 1.61210 -0.54455
H -1.35123 -1.17517 -1.28171
*
```


A molecular structure, CH14O7 in a non-equilibrium geometry. Source: the Open Molecules 2025 dataset; level of theory: wB97M-V/def2-TZVPD.

* energy: -15591.4308 eV
* Kohn-Sham gap (spin up / spin down): 5.38 / 5.70 eV
* HOMO level (spin up / spin down): -3.03 / -3.36 eV
* largest force on an atom: 6.809 eV/Å

ORCA input file:
```
! RIJCOSX wB97M-V def2-TZVPD def2/J DEFGRID3
* xyz -1 2
O 0.46880 1.79864 -1.93418
O 0.64423 -1.85134 0.89901
O -1.17531 0.83257 1.17948
O 1.23009 1.84404 1.49971
O 1.54976 -0.25289 -0.80621
O -0.80856 -1.68134 -1.09462
O -1.92385 0.67633 -1.22884
C 0.44843 -1.55067 2.14747
H 0.26991 -2.05116 0.03917
H -1.15106 -2.80883 -0.74712
H 0.73556 2.32913 -1.16256
H -2.42098 0.72298 -2.04066
H -0.80160 -1.81914 -2.06231
H 1.47123 0.95225 1.69551
H -0.45692 -1.57264 2.81888
H 1.88084 -0.03569 -1.68805
H -1.87210 1.30336 0.70487
H -2.10334 -0.16342 -0.72617
H 1.10406 0.64943 -0.47246
H -0.32642 1.40430 -1.47375
H -0.33678 1.52951 1.42402
H 1.11000 -2.25093 2.67406
*
```


C4H10O2 in the gas phase. Source: the Open Molecules 2025 dataset; level of theory: wB97M-V/def2-TZVPD.

* energy: -8404.4669 eV
* Kohn-Sham gap: 10.86 eV
* SMILES string: CO[C@@H](C)CO
* HOMO level: -9.81 eV
* largest force on an atom: 0.368 eV/Å

ORCA input file:
```
! RIJCOSX wB97M-V def2-TZVPD def2/J DEFGRID3
* xyz 0 1
O 1.38659 -0.33572 1.68987
O -0.68627 -0.79800 0.05689
C 0.78019 0.78005 1.08256
C -0.19269 -1.94266 -0.60472
C 0.06317 0.38606 -0.21059
C -0.87964 1.47437 -0.69556
H -1.34304 1.19939 -1.64782
H 0.84699 -2.15355 -0.31891
H -0.82541 -2.78412 -0.31029
H 0.81717 0.16498 -0.97924
H -0.34681 2.42300 -0.82975
H 0.66716 -0.97608 1.79118
H 1.57202 1.50440 0.86864
H -1.67590 1.62738 0.04049
H 0.05898 1.25910 1.76466
H -0.24252 -1.82858 -1.69740
*
```


C3H8N2O in the gas phase in a non-equilibrium geometry. Source: the Open Molecules 2025 dataset; level of theory: wB97M-V/def2-TZVPD.

* energy: -8268.5306 eV
* Kohn-Sham gap: 10.43 eV
* SMILES string: CNC(=O)CN
* HOMO level: -9.49 eV
* largest force on an atom: 1.547 eV/Å

ORCA input file:
```
! RIJCOSX wB97M-V def2-TZVPD def2/J DEFGRID3
* xyz 0 1
O 0.93918 0.08262 1.68543
N -0.29077 0.81696 -0.10440
N -0.61336 -1.77014 -0.86024
C 0.61964 -1.39947 -0.18507
C 0.47642 -0.07817 0.57820
C -0.23767 2.18806 0.29581
H -0.47345 -2.64572 -1.33038
H -0.12111 2.32344 1.37163
H -1.13762 2.75542 0.05120
H 0.62302 2.74519 -0.09471
H 1.42572 -1.25741 -0.91072
H -1.35872 -1.93989 -0.19727
H 0.97927 -2.16704 0.51022
H -0.83056 0.34615 -0.80971
*
```


A molecular structure, C37H44AuN6P2Si2 in a non-equilibrium geometry. Source: the Open Molecules 2025 dataset; level of theory: wB97M-V/def2-TZVPD.

* energy: -86047.1036 eV
* Kohn-Sham gap: 7.13 eV
* HOMO level: -10.04 eV
* largest force on an atom: 2.349 eV/Å

ORCA input file:
```
! RIJCOSX wB97M-V def2-TZVPD def2/J DEFGRID3
* xyz 1 1
Au 0.90748 0.08039 -0.23527
P -0.89149 1.25555 1.32599
P -1.36177 -0.93237 -1.18300
Si 1.81165 2.38182 2.24766
Si 0.84720 -2.16618 -2.91538
N 2.86346 -1.20846 0.52586
N 0.70706 1.38193 1.32582
N 0.15739 -1.23494 -1.60109
N 5.18099 0.70989 -1.60341
N 3.00549 0.87638 -1.35163
N 5.01826 -1.61899 0.45714
C -2.27476 0.72903 -3.18539
C -1.28153 0.43506 -0.13776
C -1.14331 -1.34670 4.42962
C -1.90094 -4.29115 1.02643
C -3.23750 -0.16968 4.36548
C -1.89964 3.55316 2.56699
C 3.41969 1.82066 -2.25886
C 0.71644 -1.19311 -4.49487
C 1.79430 4.10642 1.55216
C -0.06106 -3.78346 -3.04587
C 3.53769 1.69618 2.12815
C 4.00562 -0.85537 -0.00953
C -1.78271 3.59614 0.16670
C -2.78307 0.57859 3.28874
C -3.51069 0.01081 -5.11902
C -2.85548 1.01006 -4.41081
C -4.08523 -3.61139 0.29003
C 4.08194 0.22965 -0.97885
C -2.34412 -0.55630 -2.64948
C -2.14132 -2.35078 -0.38778
C 4.47648 -2.51720 1.34987
C 4.76669 1.73303 -2.42847
C -3.58694 -1.27159 -4.59452
C -1.64361 2.89493 1.36343
C -1.33757 -3.23186 0.33549
C -3.27616 -4.48745 0.99864
C -2.41726 -1.12920 4.94017
C 3.14344 -2.24778 1.37858
C -3.52066 -2.54637 -0.39726
C -2.17223 4.92554 0.17432
C -2.42345 5.57285 1.37681
C -3.00396 -1.55338 -3.36770
C -1.50192 0.37814 2.77990
C 1.29670 2.37353 4.03459
C -2.29022 4.88391 2.57431
C -0.68862 -0.59599 3.35886
C 2.64129 -2.51836 -2.56744
H -1.11829 -3.65907 -3.27905
H -0.50431 -2.10027 4.87173
H 1.30133 1.36127 4.44418
H 1.05498 -0.16703 -4.32647
H -1.80323 3.02825 3.50847
H 1.33482 -1.62705 -5.28464
H -2.49095 5.37834 3.51548
H 3.23441 -1.60485 -2.64213
H -1.76435 1.50713 -2.63157
H 3.03433 -3.22619 -3.30086
H 4.20240 2.23695 2.80571
H -3.07194 -2.55855 -2.97224
H 0.38063 -4.37812 -3.85064
H 0.86646 4.63075 1.79425
H 5.45495 2.28645 -3.04171
H 2.77613 -2.95005 -1.57312
H 2.62656 4.70212 1.93538
H -2.28079 5.46004 -0.76036
H -2.72809 6.61118 1.38165
H -1.26881 -4.96884 1.58567
H -0.31303 -1.14986 -4.85930
H -3.44391 1.30759 2.83517
H -4.10011 -2.05504 -5.13621
H 2.37484 -2.73435 1.95490
H 6.13122 0.39926 -1.49823
H -2.79790 2.01160 -4.81668
H 3.56464 0.63834 2.39859
H -5.15725 -3.75584 0.26937
H -1.58960 3.08831 -0.76980
H -3.96533 0.23164 -6.07583
H -4.23233 -0.00008 4.75552
H 1.88066 4.06629 0.46295
H 3.93083 1.81486 1.11650
H -2.76861 -1.70599 5.78566
H 5.99160 -1.56018 0.21300
H 0.01552 -4.35696 -2.11970
H -3.71578 -5.32316 1.52713
H 0.31200 -0.75644 2.97159
H 2.72558 2.49676 -2.72757
H 5.07756 -3.24404 1.86602
H 0.30585 2.79797 4.19659
H -0.26235 -3.08894 0.34629
H -4.16757 -1.85539 -0.92494
H 2.00518 2.97558 4.61089
*
```